No. 1
{
  "formula": "C4H5FN2",
  "method": "the ωB97M-V functional and the def2-TZVPD basis",
  "e_tot_ev": -9923.418,
  "smiles": "C=C=NC.N#CF",
  "orbital_gap_ev": 9.2,
  "multiplicity": 1,
  "homo_ev": -8.76,
  "e_lumo_ev": 0.447,
  "relative_energy_kj_mol": 326.74,
  "charge": 0,
  "max_force_ev_per_a": 1.558,
  "symbols": ["C", "C", "N", "C", "H", "H", "H", "H", "H", "N", "C", "F"],
  "coordinates": [[-0.712, -1.930, 0.508], [-0.105, -0.784, 0.519], [0.475, 0.257, 0.733], [0.802, 1.337, -0.146], [-1.772, -2.004, 0.681], [-0.186, -2.840, 0.287], [-0.062, 1.999, -0.246], [1.095, 1.005, -1.147], [1.613, 1.898, 0.317], [-3.923, -0.539, -0.711], [-3.418, 0.230, -0.045], [-2.875, 1.106, 0.684]]
}



No. 2
{
  "formula": "C4H7NO2",
  "method": "the ωB97M-V functional and the def2-TZVPD basis",
  "e_tot_ev": -9846.191,
  "smiles": "CC(=O)NCC=O",
  "orbital_gap_ev": 10.6,
  "multiplicity": 1,
  "homo_ev": -9.95,
  "e_lumo_ev": 0.681,
  "relative_energy_kj_mol": 105.02,
  "charge": 0,
  "max_force_ev_per_a": 0.751,
  "symbols": ["C", "C", "O", "N", "C", "C", "O", "H", "H", "H", "H", "H", "H", "H"],
  "coordinates": [[0.216, -1.538, 1.804], [0.536, -0.434, 0.831], [1.516, 0.266, 1.019], [-0.231, -0.185, -0.261], [0.285, 0.965, -1.049], [-0.895, 1.448, -1.822], [-1.440, 2.506, -1.639], [0.136, -1.065, 2.786], [-0.673, -2.142, 1.616], [1.095, -2.188, 1.831], [-1.054, -0.746, -0.478], [0.673, 1.782, -0.426], [1.122, 0.641, -1.686], [-1.286, 0.690, -2.529]]
}



No. 3
{
  "formula": "C32H31BF7HgN3O10PS2",
  "method": "the ωB97M-V functional and the def2-TZVPD basis",
  "e_tot_ev": -113468.723,
  "orbital_gap_ev": [6.8, 5.5],
  "multiplicity": 2,
  "homo_ev": [-2.74, -2.74],
  "e_lumo_ev": [4.107, 2.746],
  "charge": -2,
  "max_force_ev_per_a": 2.144,
  "symbols": ["Hg", "F", "C", "F", "F", "S", "O", "O", "N", "S", "O", "O", "C", "F", "F", "F", "C", "C", "C", "C", "C", "C", "P", "C", "C", "C", "C", "C", "C", "C", "C", "C", "C", "C", "C", "H", "H", "H", "H", "H", "H", "H", "H", "H", "H", "H", "H", "H", "H", "H", "F", "C", "C", "N", "C", "C", "O", "O", "C", "O", "N", "C", "O", "H", "H", "H", "H", "C", "C", "C", "O", "B", "O", "C", "C", "C", "H", "H", "H", "H", "H", "H", "H", "H", "H", "H", "H", "H"],
  "coordinates": [[-0.213, -1.410, -0.372], [-3.851, -5.336, -0.559], [-2.720, -4.753, -0.117], [-2.305, -5.484, 0.926], [-3.072, -3.556, 0.363], [-1.399, -4.708, -1.483], [-1.781, -3.579, -2.276], [-1.535, -5.998, -2.083], [-0.153, -4.484, -0.555], [1.213, -5.157, -0.938], [2.225, -4.848, 0.020], [1.126, -6.526, -1.352], [1.669, -4.288, -2.538], [0.721, -4.579, -3.441], [2.823, -4.762, -3.037], [1.773, -2.973, -2.474], [-4.462, 4.783, -2.038], [-3.249, 5.110, -2.623], [-2.185, 4.233, -2.551], [-2.306, 3.018, -1.883], [-3.529, 2.694, -1.308], [-4.600, 3.568, -1.388], [-0.913, 1.812, -1.691], [0.444, 3.017, -1.891], [1.545, 2.771, -2.706], [2.609, 3.656, -2.731], [2.600, 4.784, -1.926], [1.521, 5.019, -1.088], [0.455, 4.141, -1.067], [-1.065, 1.158, -3.418], [-1.551, -0.138, -3.543], [-1.649, -0.745, -4.782], [-1.252, -0.062, -5.919], [-0.799, 1.244, -5.810], [-0.722, 1.856, -4.572], [-5.291, 5.477, -2.089], [-3.130, 6.057, -3.134], [-1.247, 4.507, -3.009], [-3.630, 1.753, -0.786], [-5.547, 3.309, -0.934], [1.585, 1.868, -3.295], [3.454, 3.457, -3.378], [3.436, 5.472, -1.944], [1.513, 5.890, -0.445], [-0.366, 4.304, -0.386], [-1.839, -0.695, -2.659], [-2.011, -1.760, -4.843], [-1.289, -0.542, -6.888], [-0.487, 1.783, -6.697], [-0.378, 2.880, -4.514], [3.882, 0.816, 4.765], [2.922, 1.101, 3.840], [3.238, 1.073, 2.517], [2.323, 1.326, 1.574], [2.690, 1.496, 0.240], [3.236, 0.100, -0.526], [4.270, -0.311, -0.040], [2.536, -0.191, -1.473], [0.860, 1.257, 1.905], [0.099, 1.796, 1.047], [0.807, 1.901, 3.280], [1.618, 1.532, 4.313], [1.281, 1.648, 5.491], [4.246, 0.872, 2.171], [3.546, 2.168, 0.148], [1.816, 1.834, -0.310], [-0.141, 2.148, 3.537], [-0.882, -0.951, 5.346], [-0.637, -1.578, 3.964], [-1.745, -2.591, 3.689], [-0.745, -0.510, 3.013], [0.484, -0.277, 2.469], [1.432, -1.137, 2.912], [0.821, -2.132, 3.742], [0.886, -3.458, 2.975], [1.636, -2.230, 5.033], [-1.874, -0.501, 5.332], [-0.162, -0.165, 5.558], [-0.853, -1.697, 6.135], [-2.703, -2.086, 3.788], [-1.702, -3.416, 4.396], [-1.664, -2.972, 2.678], [0.428, -3.366, 1.990], [0.410, -4.269, 3.520], [1.927, -3.714, 2.796], [1.776, -1.249, 5.474], [2.618, -2.634, 4.808], [1.142, -2.876, 5.754]]
}



No. 4
{
  "formula": "C22H14NO5",
  "method": "the ωB97M-V functional and the def2-TZVPD basis",
  "e_tot_ev": -34767.117,
  "orbital_gap_ev": 5.1,
  "multiplicity": 1,
  "homo_ev": -3.74,
  "e_lumo_ev": 1.410,
  "relative_energy_kj_mol": 53.07,
  "charge": -1,
  "max_force_ev_per_a": 1.800,
  "symbols": ["C", "C", "C", "C", "C", "C", "C", "O", "C", "C", "C", "C", "C", "C", "C", "C", "C", "O", "H", "H", "H", "H", "H", "H", "H", "H", "H", "H", "O", "C", "C", "N", "O", "O", "C", "C", "C", "C", "H", "H", "H", "H"],
  "coordinates": [[4.023, -1.655, 1.534], [2.634, -1.811, 1.530], [1.844, -0.676, 1.658], [2.408, 0.603, 1.794], [3.791, 0.766, 1.795], [4.598, -0.372, 1.664], [1.330, 1.632, 1.911], [1.467, 2.842, 2.016], [0.048, 0.854, 1.864], [-1.179, 1.418, 1.932], [-2.418, 0.662, 1.882], [-2.610, -0.467, 2.713], [-3.773, -1.223, 2.630], [-4.780, -0.866, 1.721], [-4.616, 0.264, 0.908], [-3.454, 1.029, 0.992], [0.356, -0.601, 1.653], [-0.398, -1.552, 1.494], [4.663, -2.531, 1.434], [2.149, -2.783, 1.430], [4.210, 1.767, 1.897], [5.683, -0.267, 1.660], [-1.230, 2.506, 1.980], [-1.835, -0.724, 3.435], [-3.881, -2.105, 3.263], [-5.684, -1.473, 1.646], [-5.395, 0.545, 0.197], [-3.296, 1.894, 0.341], [-1.681, 0.919, 5.537], [-2.572, 1.590, 6.085], [-2.798, 1.588, 7.563], [-1.978, 0.775, 8.423], [-2.229, 0.822, 9.656], [-1.068, 0.062, 7.962], [-3.805, 2.353, 8.148], [-4.636, 3.155, 7.363], [-4.471, 3.196, 5.961], [-3.486, 2.449, 5.346], [-3.919, 2.304, 9.233], [-5.413, 3.749, 7.846], [-5.128, 3.826, 5.354], [-3.349, 2.468, 4.264]]
}



Question: Which formula does entry 4 have?
Answer: C22H14NO5



What did the second record say?
{
  "formula": "C4H7NO2",
  "method": "the ωB97M-V functional and the def2-TZVPD basis",
  "e_tot_ev": -9846.191,
  "smiles": "CC(=O)NCC=O",
  "orbital_gap_ev": 10.6,
  "multiplicity": 1,
  "homo_ev": -9.95,
  "e_lumo_ev": 0.681,
  "relative_energy_kj_mol": 105.02,
  "charge": 0,
  "max_force_ev_per_a": 0.751,
  "symbols": ["C", "C", "O", "N", "C", "C", "O", "H", "H", "H", "H", "H", "H", "H"],
  "coordinates": [[0.216, -1.538, 1.804], [0.536, -0.434, 0.831], [1.516, 0.266, 1.019], [-0.231, -0.185, -0.261], [0.285, 0.965, -1.049], [-0.895, 1.448, -1.822], [-1.440, 2.506, -1.639], [0.136, -1.065, 2.786], [-0.673, -2.142, 1.616], [1.095, -2.188, 1.831], [-1.054, -0.746, -0.478], [0.673, 1.782, -0.426], [1.122, 0.641, -1.686], [-1.286, 0.690, -2.529]]
}